1.
The following is a DFT calculation (the ωB97M-V functional and the def2-TZVPD basis) of C23H50MnN7O2SSi3Te as an isolated structure.

Calculated values
Molecular weight = 755.56 Da
F_max = 0.7 eV/Å
HOMO-LUMO gap (alpha / beta) = 7.06 / 5.04 eV
HOMO level (alpha / beta) = -15.9 / -16.1 eV

```
! RIJCOSX wB97M-V def2-TZVPD def2/J DEFGRID3
* xyz 3 4
Mn -0.57122 -0.03183 0.82878
C 2.91894 0.52795 2.01234
C 1.72730 0.77847 2.87776
C 1.83122 1.18734 4.18838
C 0.67118 1.36417 4.95288
C -0.57835 1.12101 4.42428
C -0.63279 0.70980 3.08809
N 0.49829 0.59530 2.34772
N -1.68756 0.36537 2.29903
Si -3.39644 0.37812 2.81246
C -3.77017 2.04922 3.56113
C -3.66925 -1.02557 4.00803
C -4.46583 0.15225 1.28178
H 3.05128 1.32797 1.28016
H 2.81416 -0.42419 1.48739
H 3.82516 0.47540 2.61167
H 2.80448 1.34603 4.62926
H 0.76197 1.67844 5.98485
H -1.47482 1.22091 5.01700
H -3.59234 2.08188 4.63644
H -4.82259 2.30070 3.41296
H -3.17949 2.84499 3.10207
H -3.30225 -0.78968 5.00835
H -3.15929 -1.93667 3.68286
H -4.73134 -1.26041 4.10598
H -4.18259 0.80816 0.45083
H -5.48508 0.43746 1.55324
H -4.55826 -0.88197 0.93527
C -1.92241 -4.86882 1.80014
O -0.90891 -3.82680 1.90752
C -1.02890 -2.71331 1.27531
O -0.12779 -1.84610 1.38038
N -2.08497 -2.45447 0.47941
N -2.04391 -1.21781 -0.18707
H -1.57547 -5.65885 2.45520
H -1.96947 -5.22947 0.77359
H -2.87971 -4.49006 2.15601
H -2.84746 -3.09730 0.32428
H -2.92113 -0.71786 -0.04757
H -1.90119 -1.36638 -1.18350
C 4.52007 1.62039 -1.60656
Si 2.95250 2.40433 -2.24250
C 2.06650 3.37530 -0.90951
C 3.19511 3.37381 -3.80773
C 1.73140 0.97282 -2.76293
Te 1.33622 -0.42138 -1.27481
C 2.91396 -1.77451 -1.39742
Si 2.44752 -3.38268 -2.38148
C 3.98814 -4.41413 -2.36565
C 1.91771 -2.83594 -4.08240
C 1.01797 -4.14949 -1.43953
H 5.19619 2.41052 -1.26943
H 5.05056 1.06566 -2.38314
H 4.37384 0.95551 -0.75045
H 2.70640 4.18788 -0.55864
H 1.80885 2.76376 -0.04020
H 1.14626 3.82565 -1.29002
H 3.84199 4.23410 -3.62072
H 2.25298 3.75708 -4.20369
H 3.67287 2.77228 -4.58276
H 2.13951 0.40632 -3.60369
H 0.76265 1.39171 -3.04197
H 3.17774 -2.01877 -0.36579
H 3.73758 -1.23513 -1.86921
H 4.82234 -3.89703 -2.84272
H 3.82643 -5.34396 -2.91580
H 4.28875 -4.68385 -1.35179
H 2.74376 -2.39892 -4.64707
H 1.09133 -2.11740 -4.07898
H 1.56785 -3.70021 -4.65204
H 1.35598 -4.63945 -0.52432
H 0.52719 -4.90104 -2.06146
H 0.25364 -3.41171 -1.16573
C -2.39549 1.49311 -3.91959
C -3.12249 2.20589 -2.78353
C -2.28836 2.33962 -1.54901
N -1.45135 1.46915 -1.10604
N -0.86082 1.80900 0.08849
C -1.24208 2.99679 0.53871
N -0.80842 3.52747 1.67591
S -2.36207 3.76158 -0.52526
H -3.08886 1.27372 -4.72845
H -1.96388 0.54906 -3.58364
H -1.59661 2.11471 -4.32450
H -4.03501 1.66767 -2.50872
H -3.44971 3.19856 -3.09529
H -0.12644 3.03375 2.23104
H -1.07324 4.45503 1.96534
*
```

=====

2.
The following is a DFT calculation (the ωB97M-V functional and the def2-TZVPD basis) of a 2-piece molecular cluster, C2H7NS2 overall.

Calculated values
Molecular weight = 109.22 Da
F_max = 3.9 eV/Å
Relative energy (zero: lowest compared OMol25 entry of this formula, charge and spin) = 255.6 kJ/mol
HOMO-LUMO gap (alpha / beta) = 6.64 / 6.64 eV
HOMO level (alpha / beta) = -8.2 / -8.2 eV

```
! RIJCOSX wB97M-V def2-TZVPD def2/J DEFGRID3
* xyz 0 1
C 0.48698 -1.00668 -2.03364
C -0.13853 0.25228 -1.46080
N -0.29626 0.53417 3.43219
S -1.16047 -0.03404 -0.01919
S -0.17473 1.58160 2.22981
H 1.04546 -0.66321 -2.85386
H 1.00069 -1.33286 -1.22492
H -0.25816 -1.66682 -2.46671
H -0.75695 0.90783 -2.21438
H 0.75976 0.74954 -1.08216
H -1.04282 0.68734 4.03031
H 0.53503 -0.00916 3.66336
*
```

=====

3.
The following is a DFT calculation (the ωB97M-V functional and the def2-TZVPD basis) of a 8-piece molecular cluster, C8H32N16O8 overall.

Calculated values
Molecular weight = 480.45 Da
SMILES string = NC(N)=O.NC(N)=O.NC(N)=O.NC(N)=O.NC(N)=O.NC(N)=O.NC(N)=O.NC(N)=O
F_max = 5.8 eV/Å
Relative energy (zero: lowest compared OMol25 entry of this formula, charge and spin) = 502.4 kJ/mol
HOMO-LUMO gap = 8.76 eV
HOMO level = -8.7 eV

```
! RIJCOSX wB97M-V def2-TZVPD def2/J DEFGRID3
* xyz 0 1
N 2.60254 -3.14369 -1.62329
C 3.84408 -3.22541 -1.98599
N 3.87377 -2.90511 -3.23436
O 4.91126 -3.48289 -1.45767
H 2.44497 -3.38247 -0.65466
H 1.93133 -2.75002 -2.26720
H 2.96672 -2.72379 -3.63992
H 4.68572 -3.17045 -3.77328
N 2.77441 2.00971 2.12465
C 2.96313 2.30332 0.86064
N 2.85169 3.56678 0.59468
O 3.41783 1.48026 0.11309
H 2.31174 2.65964 2.74404
H 3.18359 1.11146 2.33869
H 2.90113 3.83466 -0.37789
H 2.42328 4.14094 1.30665
N -2.09716 0.10936 3.99092
C -2.13682 1.03528 4.89982
N -2.54108 2.15457 4.42370
O -1.81784 0.89162 6.04711
H -1.79001 -0.79498 4.31945
H -2.65160 0.17588 3.14933
H -2.70831 2.78461 5.19518
H -2.87035 2.23906 3.47262
N 0.40373 3.55723 3.72654
C 0.36743 4.44049 2.76954
N 0.65065 5.58871 3.29923
O 0.24267 4.15696 1.59877
H 0.23737 3.84413 4.68054
H 0.05536 2.66265 3.41280
H 0.99826 5.57550 4.24743
H 0.67648 6.40437 2.70411
N -4.31032 0.14160 -0.39590
C -4.03702 -0.63791 0.60469
N -4.38531 -1.85921 0.38556
O -3.57290 -0.25331 1.67787
H -4.76196 -0.13246 -1.25672
H -3.97160 1.08975 -0.31603
H -4.60329 -2.01113 -0.58886
H -4.06973 -2.55380 1.04741
N -2.59338 -2.74232 -1.95012
C -1.85062 -3.73451 -2.29932
N -0.62471 -3.69285 -1.79605
O -2.26836 -4.58240 -3.04439
H -3.51767 -2.63122 -2.34186
H -2.31804 -2.08958 -1.23024
H -0.00715 -4.41188 -2.14494
H -0.39045 -2.82785 -1.33023
N 1.89846 -0.22211 -4.50078
C 1.38139 -1.37234 -4.69384
N 0.90962 -1.44749 -5.90382
O 1.26554 -2.25343 -3.86859
H 2.21859 -0.03599 -3.56112
H 2.10277 0.42453 -5.24926
H 1.07156 -0.64624 -6.49703
H 0.44841 -2.24283 -6.32194
N 0.94283 -0.09775 -0.39521
C -0.20512 -0.46918 0.12998
N -0.43618 0.36588 1.12732
O -0.87101 -1.33997 -0.35731
H 1.52905 0.53729 0.12745
H 1.04402 -0.53276 -1.30110
H 0.22321 0.87890 1.69488
H -1.34663 0.23415 1.54424
*
```

=====

4.
The following is a DFT calculation (the ωB97M-V functional and the def2-TZVPD basis) of one molecule with the formula C9H7N4P.

Calculated values
Molecular weight = 202.16 Da
SMILES string = N#Cc1ccc(Pc2ncn[nH]2)cc1
F_max = 4.9 eV/Å
Relative energy (zero: lowest compared OMol25 entry of this formula, charge and spin) = 0.0 kJ/mol
HOMO-LUMO gap = 9.04 eV
HOMO level = -9.2 eV

```
! RIJCOSX wB97M-V def2-TZVPD def2/J DEFGRID3
* xyz 0 1
N 5.17420 1.44148 0.03418
C 4.23719 0.76324 0.05932
C 2.98945 0.08793 -0.00196
C 1.96636 0.99677 -0.30481
C 0.62136 0.46019 -0.34667
C 0.37355 -0.88167 -0.14147
P -1.30155 -1.59489 -0.30508
C -2.48165 -0.28113 0.06145
N -3.55937 -0.34998 0.76236
C -4.26839 0.84167 0.53363
N -3.67462 1.65869 -0.26874
N -2.61657 1.01970 -0.66370
C 1.42047 -1.77468 0.00693
C 2.71643 -1.30687 0.07298
H 2.18942 2.11769 -0.12611
H -0.14485 1.23738 -0.65899
H -1.33795 -2.09915 0.95943
H -5.20112 0.96827 1.09596
H -1.84423 1.52495 -1.22369
H 1.28670 -2.89661 0.10548
H 3.45518 -1.93296 0.34949
*
```

=====

5.
The following is a DFT calculation (the ωB97M-V functional and the def2-TZVPD basis) of C28H30N2O6PSe2V as an isolated structure.

Calculated values
Molecular weight = 730.39 Da
F_max = 1.8 eV/Å
Relative energy (zero: lowest compared OMol25 entry of this formula, charge and spin) = 0.0 kJ/mol
HOMO-LUMO gap (alpha / beta) = 5.96 / 6.09 eV
HOMO level (alpha / beta) = -1.7 / -1.8 eV

```
! RIJCOSX wB97M-V def2-TZVPD def2/J DEFGRID3
* xyz -2 3
V -0.08033 0.05284 -0.18875
N -1.69650 1.29747 0.47197
C -1.52094 2.67778 -0.10214
C -0.38448 2.76139 -1.09521
O -0.08283 3.85685 -1.58083
N 0.16671 1.55148 -1.36160
C 1.20443 1.39051 -2.38685
C 2.07614 0.18019 -2.04425
O 3.13690 -0.00644 -2.63135
O 1.56337 -0.60738 -1.10121
H -2.62198 0.93992 0.19679
H -1.76536 1.36374 1.46562
H -1.33828 3.40716 0.67439
H -2.42357 2.97158 -0.61554
H 1.81041 2.26922 -2.48790
H 0.75772 1.18209 -3.34930
O 1.36044 1.38157 1.44360
C 0.93449 0.22014 1.49661
C 1.31831 -0.76636 2.59734
C 2.27906 -0.55962 3.56888
C 2.52838 -1.55740 4.49713
C 1.79740 -2.74826 4.44899
C 0.83969 -2.94462 3.47188
C 0.60488 -1.94682 2.51961
P -0.58432 -2.01321 1.05140
C -2.10626 -2.56072 1.94838
C -2.94931 -1.56401 2.44115
C -4.06960 -1.88046 3.20370
C -4.35981 -3.20685 3.49255
C -3.53344 -4.21455 3.00221
C -2.41838 -3.89340 2.23137
C -0.00072 -3.54254 0.19012
C -0.87515 -4.28292 -0.61089
C -0.41895 -5.37168 -1.35148
C 0.92934 -5.71846 -1.32573
C 1.81388 -4.96268 -0.57182
C 1.35108 -3.87735 0.17788
H 2.82219 0.38175 3.58024
H 3.28443 -1.41833 5.26035
H 1.98783 -3.52616 5.18038
H 0.27365 -3.87072 3.44122
H -2.76198 -0.52987 2.19171
H -4.72747 -1.08628 3.53829
H -5.23795 -3.45775 4.07513
H -3.75990 -5.25457 3.21055
H -1.79062 -4.68832 1.84933
H -1.92369 -3.99979 -0.66539
H -1.11449 -5.93150 -1.96952
H 1.29002 -6.56001 -1.91031
H 2.87248 -5.20040 -0.57646
H 2.05988 -3.26952 0.72788
O -5.19415 1.48562 -2.15583
C -4.05017 0.59333 -2.29646
C -4.35578 -0.82322 -1.82234
C -5.45166 -1.40625 -2.73928
O -6.73627 -0.75430 -2.67119
C -3.14071 -1.75654 -2.06423
Se -1.27068 -1.14146 -2.12748
C -4.87512 -0.88658 -0.33380
Se -4.65658 0.69904 0.87615
H -5.26636 1.61355 -1.16168
H -3.19951 0.98384 -1.76052
H -3.77535 0.56343 -3.34794
H -5.60353 -2.45598 -2.47352
H -5.07023 -1.38248 -3.76606
H -6.54899 0.19097 -2.58170
H -3.23014 -2.21671 -3.04682
H -3.19742 -2.56138 -1.33499
H -4.39760 -1.73239 0.16664
H -5.93944 -1.08190 -0.35158
*
```

=====

6.
The following is a DFT calculation (the ωB97M-V functional and the def2-TZVPD basis) of C21H16Cl2N2O2SV as an isolated structure.

Calculated values
Molecular weight = 482.29 Da
F_max = 0.7 eV/Å
HOMO-LUMO gap (alpha / beta) = 7.31 / 7.87 eV
HOMO level (alpha / beta) = -11.7 / -11.7 eV

```
! RIJCOSX wB97M-V def2-TZVPD def2/J DEFGRID3
* xyz 1 3
V -1.19736 0.00968 -1.72805
C 1.91770 -0.49559 -2.06975
C 1.65554 0.49249 -0.97536
C 2.72634 0.98304 -0.20077
C 2.48402 1.86555 0.80957
C 1.16629 2.30815 1.05805
C 0.83907 3.24724 2.06536
C -0.45365 3.65591 2.22221
C -1.47218 3.15516 1.38376
C -1.18597 2.24300 0.40233
S -2.41830 1.61037 -0.69383
C 0.14738 1.79964 0.23917
N 0.40856 0.87711 -0.74581
H 2.90831 -0.34170 -2.49343
H 1.19832 -0.41392 -2.88715
H 1.88621 -1.51653 -1.68134
H 3.72814 0.64508 -0.42477
H 3.29599 2.24500 1.41780
H 1.62682 3.63787 2.69633
H -0.70785 4.37650 2.98732
H -2.49027 3.49979 1.51149
O -0.13288 -3.26141 -3.51718
C -0.67081 -2.54523 -2.72266
O -1.31236 -1.41640 -2.98379
C -0.59525 -2.79187 -1.23297
C -0.12395 -4.01369 -0.74115
C 0.00640 -4.14905 0.61058
C -0.35495 -3.08089 1.45948
C -0.24951 -3.18248 2.86835
C -0.63270 -2.14633 3.66656
C -1.15891 -0.97164 3.08755
C -1.26854 -0.84040 1.73266
C -0.84714 -1.88592 0.88423
N -0.93156 -1.75699 -0.48236
H 0.13418 -4.78884 -1.44748
H 0.38031 -5.06740 1.04627
H 0.13298 -4.10145 3.29371
H -0.55378 -2.22693 4.74190
H -1.49575 -0.16630 3.72734
H -1.71424 0.04085 1.30062
Cl 0.46970 3.50002 -2.92391
C -1.04102 3.00978 -3.66075
Cl -1.08732 1.24406 -4.00155
H -1.15809 3.50066 -4.61943
H -1.85792 3.21402 -2.97920
*
```

=====

7.
The following is a DFT calculation (the ωB97M-V functional and the def2-TZVPD basis) of one molecule with the formula H4N3P.

Calculated values
Molecular weight = 77.03 Da
F_max = 9.9 eV/Å
Relative energy (zero: lowest compared OMol25 entry of this formula, charge and spin) = 246.9 kJ/mol
HOMO-LUMO gap (alpha / beta) = 7.11 / 8.52 eV
HOMO level (alpha / beta) = -6.2 / -10.2 eV

```
! RIJCOSX wB97M-V def2-TZVPD def2/J DEFGRID3
* xyz 0 3
N -0.63056 -0.12322 -1.48945
N 0.09395 -1.62314 0.12162
N -0.03586 -0.51602 -0.46542
P 1.00237 0.77644 0.30163
H -0.31120 0.84160 -1.54710
H -0.60504 -2.32450 -0.37844
H 1.56226 -0.01585 1.15098
H -0.00881 1.00935 1.25820
*
```

=====

8.
The following is a DFT calculation (the ωB97M-V functional and the def2-TZVPD basis) of a 2-piece molecular cluster, C4H12N2S overall.

Calculated values
Molecular weight = 120.22 Da
F_max = 2.1 eV/Å
Relative energy (zero: lowest compared OMol25 entry of this formula, charge and spin) = 149.6 kJ/mol
HOMO-LUMO gap (alpha / beta) = 6.45 / 5.33 eV
HOMO level (alpha / beta) = -2.5 / -2.4 eV

```
! RIJCOSX wB97M-V def2-TZVPD def2/J DEFGRID3
* xyz -1 2
C -0.47458 1.47951 -0.21858
N 0.41936 1.27510 0.99957
C 0.93460 -0.11177 1.07592
C 1.84322 -0.55625 -0.06283
S 0.85347 -1.40753 -1.39352
C -1.80215 0.67801 -0.26318
N -2.19528 0.53805 1.12727
H 0.13654 1.15121 -1.06790
H -0.60671 2.56173 -0.27613
H -1.47292 -2.83071 0.29044
H 1.53664 -0.17215 1.99166
H 0.11698 -0.84448 1.18514
H 2.67827 -1.15556 0.32356
H 2.27982 0.35204 -0.51071
H -2.50109 1.01371 -1.02692
H -1.46713 -0.34745 -0.54323
H -3.17604 0.53051 1.43994
H -1.61842 -2.17359 0.60471
H -0.26808 1.26915 1.74681
*
```

=====

Question: What is the formula in the first record?
Answer: C23H50MnN7O2SSi3Te

=====

Copy entry 5 word for word.
The following is a DFT calculation (the ωB97M-V functional and the def2-TZVPD basis) of C28H30N2O6PSe2V as an isolated structure.

Calculated values
Molecular weight = 730.39 Da
F_max = 1.8 eV/Å
Relative energy (zero: lowest compared OMol25 entry of this formula, charge and spin) = 0.0 kJ/mol
HOMO-LUMO gap (alpha / beta) = 5.96 / 6.09 eV
HOMO level (alpha / beta) = -1.7 / -1.8 eV

```
! RIJCOSX wB97M-V def2-TZVPD def2/J DEFGRID3
* xyz -2 3
V -0.08033 0.05284 -0.18875
N -1.69650 1.29747 0.47197
C -1.52094 2.67778 -0.10214
C -0.38448 2.76139 -1.09521
O -0.08283 3.85685 -1.58083
N 0.16671 1.55148 -1.36160
C 1.20443 1.39051 -2.38685
C 2.07614 0.18019 -2.04425
O 3.13690 -0.00644 -2.63135
O 1.56337 -0.60738 -1.10121
H -2.62198 0.93992 0.19679
H -1.76536 1.36374 1.46562
H -1.33828 3.40716 0.67439
H -2.42357 2.97158 -0.61554
H 1.81041 2.26922 -2.48790
H 0.75772 1.18209 -3.34930
O 1.36044 1.38157 1.44360
C 0.93449 0.22014 1.49661
C 1.31831 -0.76636 2.59734
C 2.27906 -0.55962 3.56888
C 2.52838 -1.55740 4.49713
C 1.79740 -2.74826 4.44899
C 0.83969 -2.94462 3.47188
C 0.60488 -1.94682 2.51961
P -0.58432 -2.01321 1.05140
C -2.10626 -2.56072 1.94838
C -2.94931 -1.56401 2.44115
C -4.06960 -1.88046 3.20370
C -4.35981 -3.20685 3.49255
C -3.53344 -4.21455 3.00221
C -2.41838 -3.89340 2.23137
C -0.00072 -3.54254 0.19012
C -0.87515 -4.28292 -0.61089
C -0.41895 -5.37168 -1.35148
C 0.92934 -5.71846 -1.32573
C 1.81388 -4.96268 -0.57182
C 1.35108 -3.87735 0.17788
H 2.82219 0.38175 3.58024
H 3.28443 -1.41833 5.26035
H 1.98783 -3.52616 5.18038
H 0.27365 -3.87072 3.44122
H -2.76198 -0.52987 2.19171
H -4.72747 -1.08628 3.53829
H -5.23795 -3.45775 4.07513
H -3.75990 -5.25457 3.21055
H -1.79062 -4.68832 1.84933
H -1.92369 -3.99979 -0.66539
H -1.11449 -5.93150 -1.96952
H 1.29002 -6.56001 -1.91031
H 2.87248 -5.20040 -0.57646
H 2.05988 -3.26952 0.72788
O -5.19415 1.48562 -2.15583
C -4.05017 0.59333 -2.29646
C -4.35578 -0.82322 -1.82234
C -5.45166 -1.40625 -2.73928
O -6.73627 -0.75430 -2.67119
C -3.14071 -1.75654 -2.06423
Se -1.27068 -1.14146 -2.12748
C -4.87512 -0.88658 -0.33380
Se -4.65658 0.69904 0.87615
H -5.26636 1.61355 -1.16168
H -3.19951 0.98384 -1.76052
H -3.77535 0.56343 -3.34794
H -5.60353 -2.45598 -2.47352
H -5.07023 -1.38248 -3.76606
H -6.54899 0.19097 -2.58170
H -3.23014 -2.21671 -3.04682
H -3.19742 -2.56138 -1.33499
H -4.39760 -1.73239 0.16664
H -5.93944 -1.08190 -0.35158
*
```